[1]
55
Properties=species:S:1:pos:R:3 method="wB97M-V/def2-TZVPD" energy_ha=-7406.52508 e_above_lowest_kj_mol=241.9 orbital_gap_ev=5.20 total_charge=0 lumo_ev=-1.35
Ir 0.2095 0.1491 0.3716
Se -1.1840 2.1892 1.0526
Te 0.2985 4.1708 0.9711
Te 2.7022 3.1496 0.0637
Se 2.5722 0.8298 0.9225
O 1.5359 -2.5559 3.0962
S 0.6763 -2.0367 2.0764
O 1.3091 -1.9270 0.7384
O -0.0033 -0.7785 2.4268
C -0.6488 -3.2088 1.7916
C -0.9348 -4.1990 2.7089
C -1.9069 -5.1431 2.4193
C -2.5948 -5.0749 1.2158
C -2.3341 -4.0567 0.3168
C -1.3436 -3.1152 0.5975
P -0.9494 -1.7953 -0.6044
C -0.2326 -2.7611 -1.9594
C 0.3532 -4.0032 -1.7443
C 0.9002 -4.7034 -2.8042
C 0.8722 -4.1673 -4.0816
C 0.3117 -2.9174 -4.2973
C -0.2294 -2.2109 -3.2402
C -2.6468 -1.4537 -1.1919
C -3.3802 -0.6140 -0.3582
C -4.6781 -0.2670 -0.6741
C -5.2545 -0.7524 -1.8376
C -4.5315 -1.5893 -2.6711
C -3.2324 -1.9436 -2.3509
H -0.3675 -4.2203 3.6249
H -2.1253 -5.9325 3.1236
H -3.3455 -5.8143 0.9781
H -2.8839 -3.9954 -0.6123
H 0.3813 -4.4132 -0.7452
H 1.3471 -5.6716 -2.6318
H 1.3054 -4.7163 -4.9044
H 0.2928 -2.4977 -5.2929
H -0.6670 -1.2345 -3.3969
H -2.9123 -0.2396 0.5472
H -5.2376 0.3781 -0.0147
H -6.2674 -0.4795 -2.0923
H -4.9856 -1.9760 -3.5721
H -2.6779 -2.6052 -2.9999
N -1.6530 1.5400 -2.3296
C -0.4082 1.3415 -2.8115
C -0.1387 1.5347 -4.1814
C 1.1191 1.2724 -4.6631
C 2.0935 0.7988 -3.7861
C 1.7524 0.6261 -2.4643
N 0.5422 0.9016 -1.9671
H -2.3122 2.0763 -2.8675
H -1.7884 1.4987 -1.3281
H -0.9273 1.8749 -4.8354
H 1.3476 1.4169 -5.7084
H 3.0909 0.5709 -4.1259
H 2.4849 0.2524 -1.7586

=====

[2]
126
Properties=species:S:1:pos:R:3 method="wB97M-V/def2-TZVPD" energy_ha=-2831.20821 e_above_lowest_kj_mol=0.0 orbital_gap_ev=9.03 total_charge=+1 lumo_ev=-2.42
C 0.4043 17.3960 -7.5590
C 0.5738 17.1785 -6.0646
N 1.9814 16.7925 -5.6258
C 2.9052 17.7669 -6.2856
C 2.0227 17.0396 -4.1448
C 3.2309 16.6417 -3.3512
C 2.2660 15.3985 -6.0721
C 1.5816 14.3056 -5.2346
O 0.1769 14.3066 -5.2214
C -0.4957 13.9187 -6.4025
H -0.6069 17.7027 -7.8261
H 0.5338 16.4525 -8.0972
H 1.0437 18.1921 -7.9287
H -0.1702 16.4783 -5.7144
H 0.4254 18.1417 -5.5707
H 2.9346 17.6043 -7.3572
H 3.9175 17.6707 -5.8965
H 2.5428 18.7693 -6.0443
H 1.1078 16.5000 -3.8758
H 1.6984 18.0624 -4.0485
H 4.1269 17.1041 -3.7659
H 3.4003 15.5579 -3.3806
H 3.0769 16.8210 -2.2900
H 3.3288 15.1818 -5.9976
H 1.8571 15.2797 -7.0706
H 1.7743 14.4087 -4.1647
H 2.0554 13.3596 -5.5328
H -0.3756 12.8565 -6.6336
H -0.2576 14.5593 -7.2520
H -1.5524 14.0205 -6.1553
C 8.2795 20.5125 -2.2221
C 7.2717 20.1133 -1.1261
C 6.3654 21.2914 -0.8515
N 5.2547 20.9446 0.1487
C 5.7930 20.6678 1.4934
C 4.3264 19.8387 -0.3332
C 2.9486 20.2002 0.1737
C 2.9318 21.7237 -0.0227
C 4.3474 22.1829 0.2883
H 7.7608 20.8596 -3.1121
H 8.9542 19.6712 -2.3980
H 9.0306 21.2283 -1.8551
H 7.8350 19.7611 -0.2663
H 6.6867 19.3229 -1.6009
H 5.7444 21.6663 -1.6652
H 6.9158 22.0862 -0.3407
H 4.9855 20.4568 2.1900
H 6.4882 21.4031 1.8845
H 6.3309 19.7213 1.4019
H 4.8030 18.9320 0.0330
H 4.2621 19.9015 -1.4219
H 2.7827 19.9480 1.2243
H 2.2458 19.6510 -0.4494
H 2.1847 22.1134 0.6672
H 2.5655 21.9263 -1.0267
H 4.3455 22.5218 1.3205
H 4.6830 22.9674 -0.3821
C 5.2886 19.1967 -11.7962
C 6.6223 19.3418 -11.0719
C 6.3319 19.4348 -9.5927
N 7.5759 19.5737 -8.7332
C 8.2669 18.2451 -8.7277
C 8.4897 20.6727 -9.2272
C 9.1083 21.3653 -8.0183
C 8.5101 20.6864 -6.8045
C 7.2822 19.9337 -7.2603
H 5.3883 19.3219 -12.8774
H 4.6399 20.0478 -11.5941
H 4.7508 18.2919 -11.5293
H 7.1683 20.1740 -11.5100
H 7.1632 18.4073 -11.2607
H 5.7476 18.6174 -9.1774
H 5.7810 20.3412 -9.3272
H 8.6789 18.1167 -9.7211
H 7.6322 17.4539 -8.3478
H 9.0735 18.3658 -8.0018
H 9.2173 20.3467 -9.9626
H 7.7323 21.3072 -9.6874
H 10.1901 21.4187 -8.1312
H 8.7987 22.4139 -8.0404
H 9.2091 19.9652 -6.3679
H 8.2994 21.3978 -6.0097
H 7.0365 18.9912 -6.7816
H 6.3615 20.5219 -7.2330
C 4.7426 27.7989 -1.3227
C 5.5622 27.1228 -2.4319
C 6.6273 26.2330 -1.8167
N 7.6484 25.7495 -2.8226
C 8.5039 26.8786 -3.2802
C 6.9939 25.0370 -4.0157
C 8.0499 24.0813 -4.5790
C 9.1425 24.0093 -3.5202
C 8.5027 24.6175 -2.3074
H 4.1901 28.6564 -1.6956
H 5.3864 28.1130 -0.5014
H 4.0098 27.0976 -0.9158
H 6.0341 27.9726 -2.9345
H 4.9609 26.6055 -3.1746
H 6.1161 25.3244 -1.4924
H 7.2567 26.6871 -1.0554
H 7.8720 27.7303 -3.4916
H 8.9878 26.5423 -4.1921
H 9.2471 27.1354 -2.5309
H 6.5348 25.7083 -4.7339
H 6.1862 24.4772 -3.5423
H 8.3721 24.4307 -5.5585
H 7.5538 23.1213 -4.7329
H 10.0782 24.4738 -3.8378
H 9.4223 22.9662 -3.3740
H 9.0755 24.8313 -1.4091
H 7.7417 23.8924 -1.9940
B 2.4025 20.6879 -8.7132
F 1.8691 19.4891 -8.2138
F 1.5696 21.7671 -8.3688
F 3.7166 20.9046 -8.1856
F 2.5182 20.6689 -10.1303
B 5.2818 20.0969 -4.4668
F 5.8325 21.4225 -4.4578
F 6.2529 19.0835 -4.2263
F 4.3097 19.9876 -3.4444
F 4.6680 19.8509 -5.6994
B 0.8042 20.4954 -3.4060
F 0.1119 19.4424 -2.7892
F 1.2377 20.2272 -4.7184
F 0.0182 21.6899 -3.5006
F 1.9060 20.9049 -2.5842

=====

[3]
130
Properties=species:S:1:pos:R:3 method="wB97M-V/def2-TZVPD" energy_ha=-7467.68606 orbital_gap_ev=10.13 total_charge=0 lumo_ev=0.05 smiles="CCCCCCCCCC[C@@]1(O)COS(=O)(=O)O1.O=S1(=O)OCCO1.O=S1(=O)OCCO1.O=S1(=O)OCCO1.O=S1(=O)OCCO1.O=S1(=O)OCCO1.O=S1(=O)OCCO1.O=S1(=O)OCCO1.O=S1(=O)OCCO1"
C -2.3368 2.8247 -0.3750
C -3.3081 3.0738 -1.6031
C -4.3270 1.8436 -1.6812
C -5.3737 1.9676 -0.5138
C -6.0361 0.6061 -0.0794
C -5.1970 -0.2199 0.9694
C -4.9697 -1.7368 0.5978
C -4.5224 -1.9811 -0.8876
C -3.6035 -3.2509 -1.0980
C -2.1899 -2.8789 -1.6718
C -1.3196 -1.9764 -0.7317
O -1.8486 -1.5357 0.4933
C 0.0686 -2.7196 -0.5395
O 1.1611 -1.7965 -0.4036
S 0.6333 -0.3122 -0.9471
O 1.3713 0.2777 -2.0417
O 0.8017 0.4912 0.2491
O -0.8963 -0.7156 -1.3552
H -2.8601 3.0008 0.5977
H -1.4236 3.4700 -0.4194
H -2.0499 1.7389 -0.3878
H -3.8678 4.0401 -1.5068
H -2.6510 3.0581 -2.5182
H -4.7877 1.9084 -2.7033
H -3.6864 0.9296 -1.6285
H -4.9347 2.5338 0.3475
H -6.2047 2.6247 -0.9047
H -6.3228 0.0175 -0.9951
H -7.0166 0.8759 0.4021
H -4.2280 0.2834 1.2486
H -5.7998 -0.2250 1.9226
H -5.8990 -2.3184 0.8594
H -4.1575 -2.1057 1.2861
H -5.4320 -1.9668 -1.5326
H -3.8944 -1.0971 -1.1984
H -4.0949 -3.8898 -1.8874
H -3.5451 -3.9136 -0.1923
H -1.6412 -3.8328 -1.9047
H -2.3079 -2.3644 -2.6663
H -1.3705 -1.9058 1.2523
H 0.3993 -3.4242 -1.3463
H 0.0028 -3.3822 0.3710
C 4.2710 1.3081 -1.7031
C 4.4072 1.2185 -0.1978
O 5.5406 0.3737 0.0190
S 6.5947 0.5923 -1.1800
O 7.5905 1.5082 -0.7485
O 6.9152 -0.6830 -1.7302
O 5.6135 1.3631 -2.1985
H 3.7939 0.4157 -2.1095
H 3.7140 2.1888 -2.0160
H 3.5189 0.8023 0.2745
H 4.6275 2.1969 0.2414
C 8.3347 1.6444 4.6239
C 7.2277 0.6547 4.9300
O 6.1003 1.1252 4.1863
S 6.6174 1.8265 2.8265
O 6.5217 0.8846 1.7645
O 6.0424 3.1260 2.7463
O 8.1709 1.9719 3.2421
H 8.2188 2.5610 5.2078
H 9.3239 1.2260 4.8010
H 6.9948 0.6065 5.9919
H 7.4785 -0.3456 4.5677
C -10.0126 4.0799 1.8797
C -10.6468 3.4581 3.1082
O -10.3626 2.0637 3.0036
S -8.9386 1.8692 2.2745
O -7.9426 1.6784 3.2712
O -9.1116 0.9767 1.1844
O -8.7882 3.3691 1.6933
H -10.6343 3.9282 0.9937
H -9.8192 5.1437 2.0078
H -11.7224 3.6271 3.1533
H -10.1815 3.8318 4.0248
C -13.8226 -1.3875 1.1517
C -14.1700 -1.5236 2.6215
O -13.3544 -0.5537 3.2833
S -13.1382 0.7142 2.3068
O -14.0769 1.7218 2.6625
O -11.7411 0.9740 2.2080
O -13.6441 0.0140 0.9384
H -12.8807 -1.8905 0.9190
H -14.6084 -1.7740 0.5047
H -13.9687 -2.5213 3.0064
H -15.2167 -1.2676 2.8058
C 6.0308 6.3400 1.9878
C 5.6827 6.2174 3.4581
O 6.4427 7.2430 4.1042
S 6.5960 8.4985 3.1004
O 5.6043 9.4601 3.4294
O 7.9729 8.8242 2.9982
O 6.1375 7.7466 1.7467
H 6.9986 5.8816 1.7712
H 5.2706 5.8991 1.3460
H 5.9320 5.2407 3.8636
H 4.6227 6.4226 3.6310
C 8.3529 -3.3101 -1.5818
C 7.7420 -3.9352 -0.3458
O 8.0918 -5.3215 -0.4259
S 9.5281 -5.4637 -1.1481
O 10.5248 -5.5946 -0.1459
O 9.3974 -6.3869 -2.2217
O 9.6128 -3.9738 -1.7526
H 7.7426 -3.5048 -2.4666
H 8.4976 -2.2398 -1.4722
H 6.6618 -3.8117 -0.3084
H 8.1856 -3.5263 0.5657
C 0.6121 4.8032 -3.4543
C 0.9196 4.7638 -4.9395
O 1.3081 3.4136 -5.1973
S 0.4970 2.4269 -4.2013
O -0.6270 1.9094 -4.8988
O 1.4287 1.5924 -3.5273
O -0.0263 3.5562 -3.1714
H 1.5285 4.8596 -2.8611
H -0.0411 5.6332 -3.1900
H 1.7149 5.4525 -5.2183
H 0.0277 4.9793 -5.5339
C 7.3795 -9.1557 -2.8644
C 8.5540 -10.1094 -2.9408
O 8.0618 -11.3399 -2.4013
S 6.4920 -11.4812 -2.7503
O 6.3597 -12.2967 -3.9051
O 5.7874 -11.7407 -1.5462
O 6.2316 -9.9486 -3.1839
H 7.2531 -8.7644 -1.8523
H 7.4760 -8.3266 -3.5627
H 9.4133 -9.7565 -2.3746
H 8.8514 -10.2894 -3.9772

=====

[4]
20
Properties=species:S:1:pos:R:3 method="wB97M-V/def2-TZVPD" energy_ha=-382.40117 e_above_lowest_kj_mol=266.1 orbital_gap_ev=8.61 total_charge=0 lumo_ev=0.89
C 1.6785 -0.3404 0.0572
C 2.0939 1.1120 0.0614
C -2.8171 0.8500 -0.4566
N 0.0005 -0.3860 -0.7148
N 1.6977 -0.9619 1.2834
C -1.0403 -0.8856 0.0399
C -2.2605 -0.3603 0.2328
O 2.1830 -1.0796 -0.9645
H 1.2434 -1.2299 -1.4249
H -0.2517 0.4438 -1.2385
H 1.5350 -1.9584 1.2717
H 1.9445 -0.4254 2.1003
H -0.7751 -1.7810 0.5954
H -2.9365 -0.8959 0.8867
H 3.1631 1.1725 0.2762
H 1.9213 1.5427 -0.9211
H 1.5460 1.6683 0.8203
H -2.0325 1.5224 -0.8100
H -3.4365 0.5736 -1.3161
H -3.4567 1.4190 0.2209

=====

[5]
58
Properties=species:S:1:pos:R:3 method="wB97M-V/def2-TZVPD" energy_ha=-1308.09722 e_above_lowest_kj_mol=8.7 orbital_gap_ev=9.21 total_charge=0 lumo_ev=0.66 smiles="CN(CCC1CCOCC1)C(=O)C[C@H]1C(=O)NCCN1Cc1ccccc1F"
C 2.7512 0.5355 2.6005
N 3.0877 -0.2173 1.4159
C 2.6218 0.0703 0.1814
O 2.9371 -0.5841 -0.7978
C 1.7092 1.2872 0.0530
H 1.1440 1.4380 0.9686
H 2.3257 2.1643 -0.1543
C 0.7614 1.0467 -1.1192
N 0.2477 2.2523 -1.7495
C -0.4049 1.8937 -2.9861
H -0.8733 2.7832 -3.4083
H 0.3847 1.5709 -3.6726
C -1.4594 0.7628 -2.8670
N -1.3648 0.0435 -1.6144
C -0.3681 0.1110 -0.7133
O -0.3990 -0.5158 0.3305
H -2.1405 -0.5605 -1.3790
H -1.3301 0.0608 -3.6998
H -2.4712 1.1741 -2.9394
C -0.4577 3.2019 -0.9027
C -1.7882 2.7594 -0.3362
C -2.9733 2.9683 -1.0319
C -4.2014 2.5381 -0.5675
C -4.2621 1.8756 0.6457
C -3.1050 1.6775 1.3793
C -1.8881 2.1232 0.8956
H -0.9969 1.9716 1.4845
H -3.1484 1.1738 2.3324
H -5.2124 1.5265 1.0193
H -5.0867 2.7288 -1.1539
F -2.9389 3.6287 -2.2174
H -0.6092 4.0990 -1.5111
H 0.2113 3.4604 -0.0790
H 1.3476 0.5220 -1.8889
C 3.8241 -1.4512 1.6123
H 4.1286 -1.7977 0.6244
C 2.9899 -2.5269 2.3162
C 1.6807 -2.8504 1.5917
C 1.9047 -3.5399 0.2444
H 2.4483 -2.8864 -0.4368
C 0.5499 -3.8702 -0.3809
O -0.2407 -4.6898 0.4525
C -0.4971 -4.0611 1.6866
C 0.7939 -3.7584 2.4477
H 0.5489 -3.2786 3.3971
H 1.3167 -4.6950 2.6557
H -1.1334 -4.7508 2.2469
H -1.0421 -3.1193 1.5176
H 0.6726 -4.4254 -1.3136
H 0.0160 -2.9304 -0.5872
H 2.4731 -4.4619 0.3885
H 1.1324 -1.9210 1.4059
H 2.7555 -2.1951 3.3311
H 3.5990 -3.4300 2.3961
H 4.7226 -1.2365 2.2009
H 3.4134 0.2240 3.4065
H 2.8983 1.6036 2.4360
H 1.7188 0.3576 2.9161

=====

[6]
12
Properties=species:S:1:pos:R:3 method="wB97M-V/def2-TZVPD" energy_ha=-720.72487 e_above_lowest_kj_mol=56.8 orbital_gap_ev=9.61 total_charge=0 lumo_ev=0.57 smiles="CC(=O)SNC=O"
C 1.0113 -0.0117 -2.2887
C 0.5327 -0.3325 -0.9066
C -1.3159 0.3992 2.5754
H 0.1421 0.3129 -2.9050
H 1.4758 -0.8839 -2.7415
H 1.7921 0.7615 -2.3673
H -0.2382 -0.8890 1.5117
H -1.7609 1.4113 2.4600
N -0.5784 0.0418 1.4670
O 0.7523 -1.3781 -0.3483
O -1.3979 -0.3342 3.5238
S -0.4151 0.9029 0.0195

=====

[7]
14
Properties=species:S:1:pos:R:3 method="wB97M-V/def2-TZVPD" energy_ha=-233.18075 e_above_lowest_kj_mol=541.5 orbital_gap_ev=6.21 total_charge=0 lumo_ev=-1.09
C -1.6456 0.3321 -0.6528
C -2.4328 0.3069 0.4434
C 0.5798 -0.1720 0.3202
C -0.2351 0.1518 -0.7752
C 2.0669 0.1713 0.0835
C 2.0340 -1.0560 0.8320
H -2.1873 0.5741 -1.5673
H -1.9895 0.3289 1.4342
H -3.5088 0.2288 0.4244
H 0.0609 -0.3215 -1.7106
H 0.1652 0.1626 1.2592
H 2.4091 0.1688 -0.9631
H 2.3803 1.1385 0.4674
H 2.3030 -2.0143 0.4045

=====

[8]
12
Properties=species:S:1:pos:R:3 method="wB97M-V/def2-TZVPD" energy_ha=-302.41307 e_above_lowest_kj_mol=735.2 orbital_gap_ev="8.45 / 8.71" total_charge=0 lumo_ev="-0.12 / -0.38"
C 2.3346 -0.0053 -0.0535
C 1.4823 1.0547 0.1386
C -1.6541 -1.0694 -0.0880
N 1.8196 -1.2276 0.0506
N -0.4083 -0.4794 0.2853
O 0.5696 -1.4425 0.1669
H 3.3696 0.0683 -0.4997
H 0.6504 0.9427 0.7651
H 1.9387 2.1125 0.0408
H -2.0050 -0.2165 -0.7933
H -1.5412 -1.9532 -0.8133
H -2.3590 -1.1406 0.7740